A structure of composition C6H10N at a distorted geometry, computed with the ωB97M-V functional and the def2-TZVPD basis.

```
17
Properties=species:S:1:pos:R:3:forces:R:3:mulliken_charge:R:1
C -1.280 0.327 -1.042 -4.133 -1.888 -0.746 -0.605
C -0.216 0.405 0.701 -0.200 -0.103 3.687 -0.331
C 1.321 0.644 -0.902 3.556 0.766 -5.057 -0.069
C 0.080 0.583 -0.640 0.466 0.968 1.419 0.365
C -1.472 0.180 0.524 -3.490 -1.275 -1.427 -0.149
C 2.572 0.498 -0.200 2.465 0.453 -0.753 -1.339
N -2.400 -0.614 1.478 0.482 4.545 0.677 -0.260
H -1.918 0.965 -1.687 0.615 0.038 0.737 0.333
H -1.486 -0.710 -1.349 0.604 0.234 -0.805 0.190
H 0.289 0.384 1.601 1.705 -0.172 1.453 0.385
H 1.663 0.697 -1.943 -0.788 0.023 -0.268 0.308
H 2.665 0.438 0.833 -0.577 -0.723 2.046 0.404
H 3.294 1.341 -0.377 -0.814 -0.511 -0.528 0.333
H 3.039 -0.374 -0.721 -0.016 0.474 0.802 0.303
H -3.303 -0.113 1.537 0.308 -0.061 -0.043 0.385
H -1.928 -0.368 2.410 -0.939 -1.580 -1.239 0.399
H -2.682 -1.546 1.246 0.759 -1.188 0.043 0.346
```
Forces are in eV/Å.

Computed properties:
Energy above the lowest of the compared OMol25 structures with the same formula, charge and spin in eV: 3.265
Spin multiplicity: 1
Kohn-Sham gap in eV: 9.073
Charge: +1
LUMO energy in eV: -3.86